C40H51BrN2O4RhSSi as an isolated structure, computed with wB97M-V/def2-TZVPD.

Calculated values
E	-145235.8572	eV
HOMO level (alpha / beta)	-10.50 / -10.69	eV
net charge	+1
energy relative to the best compared isomer or geometry (same formula, charge and spin)	14.5	kcal/mol
Kohn-Sham gap (alpha / beta)	7.50 / 5.66	eV
spin multiplicity	5

Each line ends with the Mulliken spin population.
Cartesian coordinates (Å):
Rh 0.00422 -1.64536 0.76462  2.541
O 0.03097 -4.36163 5.68067  0.005
C -0.93733 -3.43702 5.78898  0.038
C -1.54435 -3.32395 7.04078  -0.012
C -2.54941 -2.40796 7.24962  0.020
C -2.99254 -1.57374 6.21728  -0.002
C -2.41274 -1.69078 4.98015  0.008
C -1.37928 -2.61564 4.73322  0.026
C -0.83212 -2.66458 3.38430  -0.052
O -1.36782 -2.03958 2.43856  0.157
N 0.29936 -3.43752 3.18530  0.367
N 0.69679 -3.35919 1.93232  0.303
C 1.66420 -4.21986 1.59039  -0.048
C 2.06491 -4.47297 0.28764  0.111
C 3.13656 -5.41283 0.09359  -0.062
C 3.51636 -5.80240 -1.14120  0.081
C 2.82385 -5.28702 -2.28431  0.025
C 1.79849 -4.41055 -2.16620  0.021
C 1.37177 -3.94265 -0.87894  0.133
O 0.41884 -3.11214 -0.81036  0.180
H 0.44316 -4.27193 4.79779  0.000
H -1.19757 -3.97274 7.83292  0.000
H -3.00095 -2.33670 8.23089  0.001
H -3.78091 -0.85494 6.38943  0.000
H -2.74288 -1.07506 4.15579  -0.002
H 2.10578 -4.79044 2.40283  -0.001
H 3.63343 -5.80765 0.97105  -0.003
H 4.32457 -6.50686 -1.27502  0.003
H 3.12735 -5.61200 -3.27203  0.001
H 1.28376 -4.02377 -3.03467  0.000
C 1.09707 4.32102 2.00393  0.002
C -0.17743 3.88269 2.73991  0.015
C -1.00464 5.14437 3.06777  0.003
C 0.28338 3.25760 4.06702  0.006
Si -1.23992 2.73001 1.66244  0.007
Br -0.08319 0.71091 1.84577  0.046
C -2.93678 2.25623 2.37008  0.005
C -3.94952 3.36853 2.02626  0.001
C -2.87871 2.10959 3.89754  0.003
C -3.47918 0.92454 1.82543  -0.004
C -1.21384 3.13331 -0.20141  0.003
C 0.17047 2.97527 -0.84981  -0.004
C -1.67150 4.59148 -0.40976  0.001
C -2.16660 2.21954 -0.98401  -0.008
H 1.70643 4.91108 2.69477  0.000
H 0.89021 4.95325 1.14216  0.000
H 1.70145 3.47313 1.67604  -0.001
H -0.37005 5.84026 3.62515  0.000
H -1.86683 4.92493 3.69670  0.000
H -1.35993 5.67225 2.18233  0.000
H 0.87136 4.00899 4.60298  0.000
H 0.92661 2.39093 3.91631  -0.002
H -0.53473 2.96425 4.71769  0.000
H -3.63643 4.35632 2.36728  0.000
H -4.89844 3.14382 2.52318  0.000
H -4.15506 3.43115 0.95785  0.000
H -2.67385 3.05055 4.40553  0.000
H -2.13722 1.37527 4.21831  -0.001
H -3.85678 1.76228 4.24566  0.000
H -3.66011 0.93516 0.75415  0.002
H -4.43893 0.72298 2.31218  0.000
H -2.81802 0.08699 2.04335  0.009
H 0.88296 3.72657 -0.51892  0.001
H 0.04463 3.10546 -1.93241  0.000
H 0.60615 1.99321 -0.67636  0.000
H -0.99765 5.31081 0.05262  0.000
H -2.67864 4.78018 -0.03573  0.000
H -1.68053 4.80453 -1.48371  0.000
H -1.89239 1.16522 -0.89092  0.004
H -2.10492 2.48513 -2.04465  0.000
H -3.20739 2.32954 -0.68747  0.000
O 1.08769 -0.43906 -0.73060  0.045
S 1.50067 -0.84120 -2.15809  0.013
C 0.09177 -0.35201 -3.18183  0.004
C 0.00019 -1.13560 -4.46384  0.002
C 0.40888 -0.59531 -5.67559  0.000
C 0.34098 -1.35196 -6.83668  0.000
C -0.13700 -2.65359 -6.79244  0.000
C -0.56394 -3.19358 -5.58604  -0.001
C -0.49927 -2.43433 -4.42811  0.001
C 2.72255 0.40718 -2.54835  0.007
C 3.30556 0.23132 -3.92568  -0.002
C 3.37975 1.32560 -4.77829  0.001
C 3.90395 1.18599 -6.05570  0.000
C 4.34644 -0.05467 -6.49087  0.001
C 4.28269 -1.15001 -5.63916  0.000
C 3.77251 -1.00655 -4.35884  0.001
H 0.13077 0.72835 -3.32464  0.002
H -0.74403 -0.58963 -2.52018  -0.002
H 0.77997 0.42005 -5.71685  0.000
H 0.66017 -0.92147 -7.77647  0.000
H -0.19206 -3.24214 -7.69847  0.000
H -0.96101 -4.19954 -5.54995  0.000
H -0.84539 -2.84769 -3.48648  -0.001
H 3.45996 0.28154 -1.75187  -0.001
H 2.24461 1.38033 -2.42301  0.000
H 3.02543 2.29354 -4.44233  0.000
H 3.96443 2.04536 -6.71011  0.000
H 4.75018 -0.16715 -7.48816  0.000
H 4.63630 -2.11673 -5.97167  0.000
H 3.72929 -1.86695 -3.70030  0.000

=====

C40H51F5MnN4O3S2Se as an isolated structure, computed with wB97M-V/def2-TZVPD.

Calculated values
E	-186332.4523	eV
HOMO level (alpha / beta)	-9.80 / -9.83	eV
net charge	+1
Kohn-Sham gap (alpha / beta)	5.05 / 6.36	eV
spin multiplicity	5

Each line ends with the Mulliken spin population.
Cartesian coordinates (Å):
Mn -0.08051 0.80090 -0.86533  4.012
C -4.32889 -2.29558 -5.49790  0.001
C -3.55777 -0.97287 -5.64456  0.002
C -4.54907 0.20515 -5.60409  0.001
C -2.83891 -0.96328 -6.99432  0.000
C -2.59333 -0.81423 -4.48090  -0.002
C -1.21512 -0.68705 -4.64077  -0.011
C -0.42548 -0.42936 -3.54613  0.002
N -0.92889 -0.28208 -2.31848  -0.030
C -2.24776 -0.48968 -2.11874  0.056
C -3.08030 -0.76214 -3.17504  -0.003
C -2.69787 -0.41188 -0.69802  -0.011
C -4.00860 -0.49918 -0.30387  -0.008
C -4.34156 -0.42671 1.05323  0.004
C -3.29796 -0.26241 1.95032  -0.001
C -1.99526 -0.17927 1.48700  -0.002
N -1.69601 -0.25873 0.18888  0.074
C -5.80182 -0.51572 1.47449  0.000
C -6.38199 -1.85684 0.99929  0.000
C -5.96671 -0.42038 2.99160  0.001
C -6.57230 0.64585 0.81830  0.001
H -5.06383 -2.37867 -6.30286  0.000
H -4.86718 -2.35284 -4.54669  0.000
H -3.65387 -3.15418 -5.56125  0.000
H -5.21026 0.15183 -6.47222  0.000
H -4.02500 1.16435 -5.63259  0.000
H -5.17160 0.18048 -4.70585  0.000
H -3.58174 -0.98489 -7.79446  0.000
H -2.19458 -1.83934 -7.11653  0.000
H -2.23796 -0.05844 -7.12957  0.000
H -0.74627 -0.78726 -5.60803  -0.002
H 0.64894 -0.34155 -3.63742  -0.009
H -4.12795 -0.94240 -2.98050  -0.001
H -4.79094 -0.61971 -1.04181  -0.001
H -3.47410 -0.18918 3.01468  -0.001
H -1.15487 -0.05157 2.16334  0.000
H -5.83697 -2.69709 1.43880  0.000
H -6.34306 -1.95705 -0.08923  0.000
H -7.42928 -1.93102 1.30397  0.000
H -5.43851 -1.22620 3.50853  0.000
H -7.02620 -0.50468 3.24066  0.000
H -5.61205 0.54030 3.37660  0.000
H -6.64032 0.52686 -0.26684  0.000
H -6.08841 1.60337 1.02950  0.000
H -7.58965 0.68159 1.21638  0.000
C 5.93836 3.68332 -0.01445  0.000
C 5.11357 4.48364 0.99748  0.000
C 4.24851 3.60923 1.90478  -0.001
C 3.14901 2.88277 1.13530  0.005
N 2.30357 2.02615 1.96321  0.003
C 2.57366 0.73871 2.27890  -0.001
S 1.37255 -0.23582 2.96892  0.000
N 3.82075 0.31878 1.98066  0.000
C 4.36140 -1.02726 2.15476  -0.002
C 5.68343 -0.99283 2.91165  -0.002
C 5.58042 -0.41592 4.32226  0.000
C 4.60071 -1.17133 5.21966  0.000
H 6.63986 4.32993 -0.54564  0.000
H 5.30846 3.20250 -0.77050  0.000
H 6.52284 2.90423 0.48897  0.000
H 4.47553 5.19980 0.46799  0.000
H 5.78984 5.06829 1.62406  0.000
H 3.77538 4.22236 2.67490  0.000
H 4.88684 2.88649 2.42632  0.000
H 3.58155 2.28094 0.32762  0.001
H 2.49577 3.62328 0.66804  -0.001
H 1.33934 2.27486 2.07845  0.001
H 4.45926 0.99505 1.59583  0.000
H 4.50646 -1.49224 1.17560  0.000
H 3.61799 -1.61330 2.68548  0.001
H 6.41915 -0.41534 2.33648  0.000
H 6.05313 -2.02141 2.96558  0.000
H 5.29055 0.63822 4.27047  0.000
H 6.57579 -0.44748 4.77299  0.000
H 3.56495 -1.03188 4.89904  0.000
H 4.67992 -0.82287 6.25124  0.000
H 4.81738 -2.24637 5.21432  0.000
C 0.35147 8.80496 -0.34238  0.000
C 0.02036 7.33891 -0.25094  -0.001
C -1.14209 6.91480 0.39039  0.000
C -1.48487 5.57458 0.43746  0.001
C -0.64080 4.65299 -0.16956  0.013
C 0.53201 5.04482 -0.81662  0.000
C 0.85168 6.38697 -0.84924  0.001
S -1.06025 2.97672 -0.13097  0.008
O -2.27116 2.79768 0.59716  0.000
O -1.08697 2.42582 -1.54064  0.019
O 0.12803 2.22476 0.45663  0.043
H -0.08561 9.36389 0.48459  0.000
H -0.05292 9.21757 -1.27068  0.000
H 1.42859 8.97261 -0.34909  0.000
H -1.79042 7.64648 0.85864  0.000
H -2.38480 5.23206 0.93222  0.000
H 1.17619 4.30805 -1.28570  -0.001
H 1.75804 6.70938 -1.35102  0.000
F 6.27907 1.49065 -3.42135  0.000
C 5.24619 0.97738 -2.77022  0.003
C 4.14858 1.75834 -2.48802  0.015
F 4.12844 3.04273 -2.83789  0.000
C 3.07645 1.19546 -1.83434  0.052
F 1.99206 1.98021 -1.63592  0.007
C 3.05621 -0.11956 -1.41513  -0.046
Se 1.60103 -0.86882 -0.44553  -0.186
C 4.17688 -0.87648 -1.70421  0.000
F 4.22466 -2.15941 -1.33766  -0.002
C 5.25844 -0.34611 -2.37891  -0.002
F 6.31291 -1.10106 -2.65500  0.000